(1)
# C6H11N

A 2-piece molecular cluster, C6H11N overall in a non-equilibrium geometry (wB97M-V/def2-TZVPD, the Open Molecules 2025 dataset).

Atoms and positions in Å:
C1 -1.53224 -0.71886 1.28793
C2 -1.35640 -0.10013 -0.09282
C3 0.04203 0.43041 -0.38830
C4 0.20074 1.00370 -1.78614
C5 1.91554 -0.95426 0.27572
C6 0.70187 1.13927 0.65063
N1 1.48588 1.40487 1.47397
H1 -0.86676 -1.57936 1.40342
H2 -2.56125 -1.06213 1.43393
H3 -1.30201 0.00154 2.08099
H4 -2.09787 0.71011 -0.22364
H5 -1.59549 -0.83096 -0.87321
H6 -0.53339 1.79927 -1.99905
H7 1.19423 1.43084 -1.94229
H8 0.03233 0.21311 -2.52155
H9 2.38863 -0.09478 -0.15439
H10 1.34822 -0.93045 1.18375
H11 2.53593 -1.86219 0.19104

## Properties
**LUMO energy (spin up / spin down)**: -0.1 / -0.5 eV
**Kohn-Sham gap (spin up / spin down)**: 8.65 / 8.53 eV
**Net charge**: 0
**Energy above the lowest of the compared OMol25 structures with the same formula, charge and spin**: 381.3 kJ/mol
**HOMO energy (spin up / spin down)**: -8.75 / -9.01 eV


(2)
# C3HINO

C3HINO as an isolated structure in a non-equilibrium geometry (wB97M-V/def2-TZVPD, the Open Molecules 2025 dataset).

Atoms and positions in Å:
C1 -0.03610 -1.42303 -1.89716
C2 0.42486 0.77591 -0.67835
C3 -0.37705 -0.05147 -1.50153
N1 0.99141 1.27746 0.20617
O1 0.22059 -2.47671 -2.30039
I1 -2.24560 0.39801 -2.34832
H1 1.98583 2.01442 -0.06787

## Properties
**LUMO energy**: -5.9 eV
**Kohn-Sham gap**: 8.14 eV
**Net charge**: +1
**Energy above the lowest of the compared OMol25 structures with the same formula, charge and spin**: 0.0 kJ/mol
**HOMO energy**: -14.08 eV


(3)
# C3H4BeLiO4

C3H4BeLiO4 as an isolated structure in a non-equilibrium geometry (wB97M-V/def2-TZVPD, the Open Molecules 2025 dataset).

Atoms and positions in Å:
H1 -1.06200 -0.22791 1.20055
C1 -0.33683 -0.95494 0.82996
C2 -0.30639 -2.33841 1.28374
O1 -0.83830 -1.95090 0.00342
H2 0.62702 -2.89968 1.23672
H3 -1.04905 -2.67128 2.01213
O2 0.79597 -0.26332 0.38813
H4 1.64851 1.00221 0.88515
O3 -0.14101 1.22773 -1.40068
C3 0.76171 0.88954 -0.68222
Li1 -0.46966 2.92207 -2.20793
Be1 -1.12376 3.62274 -3.59144
O4 1.49378 1.64214 0.04245

## Properties
**LUMO energy**: -4.8 eV
**Kohn-Sham gap**: 9.08 eV
**Net charge**: +1
**HOMO energy**: -13.93 eV


(4)
# BFH6O3Si2

BFH6O3Si2 as an isolated structure (wB97M-V/def2-TZVPD, the Open Molecules 2025 dataset).

Atoms and positions in Å:
O1 -2.06549 -0.87047 -1.69218
B1 -1.21486 0.15077 -1.34281
O2 -0.70372 0.93463 -2.33737
Si1 -0.74525 0.37965 0.63476
F1 -1.64786 1.53535 1.28806
O3 0.82748 0.80886 0.85591
Si2 2.02269 -0.30754 1.13718
H1 -1.78194 -1.72717 -1.35382
H2 -0.78818 1.88338 -2.18790
H3 -1.00120 -0.88437 1.37089
H4 2.20985 -1.14256 -0.07179
H5 1.63012 -1.18852 2.25437
H6 3.25835 0.42798 1.44471

## Properties
**LUMO energy**: 0.5 eV
**Kohn-Sham gap**: 10.45 eV
**Net charge**: 0
**HOMO energy**: -9.98 eV


(5)
# C5H33NO12

A 12-piece molecular cluster, C5H33NO12 overall in a non-equilibrium geometry (wB97M-V/def2-TZVPD, the Open Molecules 2025 dataset).

Atoms and positions in Å:
C1 -2.58592 2.51677 0.53500
N1 -1.87617 1.28102 0.69405
C2 -0.75165 -2.01077 -1.26312
C3 -0.89491 -0.88682 -0.19768
C4 -1.92294 0.29136 -0.39301
C5 -3.32802 -0.31626 -0.63713
O1 -3.68586 -0.46418 -1.83321
H1 -2.55590 3.03997 1.54147
H2 -3.72603 2.30802 0.45771
H3 -2.23185 3.17185 -0.35708
H4 -0.82020 1.45853 0.78240
H5 0.13293 -2.00022 -1.98073
H6 -1.63016 -2.15646 -1.92062
H7 -0.81637 -2.89307 -0.64437
H8 0.04442 -0.27170 -0.12417
H9 -1.12948 -1.25143 0.84570
H10 -1.83219 0.83702 -1.38242
H11 -4.07368 -0.50112 0.10613
H12 1.01695 -2.75190 2.08838
H13 -0.40096 -3.16856 2.75295
O2 0.13212 -2.36016 2.52527
H14 2.79941 -1.80444 1.59065
H15 2.60709 -2.93907 0.68941
O3 2.69441 -2.92201 1.64610
H16 -2.09234 2.17444 -3.11063
H17 -0.80830 2.65442 -3.91324
O4 -1.44878 2.87216 -3.21420
H18 1.21066 2.21778 1.96528
H19 1.88510 0.98236 1.23016
O5 1.28767 1.68623 1.10216
H20 3.01045 0.64367 2.77572
H21 4.01662 -0.44425 2.23853
O6 3.79208 0.54038 2.17226
H22 0.03501 0.19582 -2.92430
H23 -1.20847 -0.44582 -3.48209
O7 -0.75055 0.34485 -3.52504
H24 1.91590 0.78193 -2.62420
H25 3.15300 -0.04875 -2.89484
O8 2.20375 -0.14389 -2.59761
H26 1.57694 -0.81075 4.14334
H27 0.73965 -0.73406 2.90033
O9 1.52640 -0.34431 3.29958
H28 -1.37078 -1.19932 2.87551
H29 -2.51912 -0.41518 2.26249
O10 -2.37697 -1.20033 2.80629
H30 0.07921 2.68745 -2.22343
H31 1.19221 2.39228 -1.22425
O11 0.74672 1.99838 -1.97401
H32 2.42446 -0.70321 -1.09293
H33 3.76298 -0.86469 -0.32152
O12 2.85144 -1.02395 -0.17101

## Properties
**LUMO energy**: 0.0 eV
**Kohn-Sham gap**: 9.01 eV
**Net charge**: 0
**Structure (SMILES)**: CC[C@@H](C=O)NC.O.O.O.O.O.O.O.O.O.O.O
**Energy above the lowest of the compared OMol25 structures with the same formula, charge and spin**: 439.7 kJ/mol
**HOMO energy**: -9.03 eV


Number 1: energy -7886.5795 eV. Number 2: energy -14754.3348 eV. Number 3: energy -11959.8127 eV. Number 4: energy -25394.4315 eV. Number 5: energy -31778.9846 eV.